Formula: C23H55MoN3OP4Se
Source: the Open Molecules 2025 dataset
Level of theory: the ωB97M-V functional and the def2-TZVPD basis

As for the HOMO energy (alpha / beta): -18.59 / -18.59 eV. The total energy comes out at -135576.6725 eV. Its LUMO energy (alpha / beta) is -14.231 / -14.323 eV. The max |F| is 4.78 eV/A. As for the net charge: +4. As for the spin multiplicity: 3.

```
88
Properties=species:S:1:pos:R:3:forces:R:3
Mo -1.0419 0.7583 -0.5441 -0.6 0.6 -1.0
Se -2.7864 1.6628 -3.1348 -0.5 -0.3 0.8
P 2.9725 -1.4598 1.7042 1.3 2.7 -3.7
P 0.4307 2.7042 -0.4992 2.4 2.8 0.0
P -2.4156 -1.1825 -0.1567 -1.8 -2.2 0.5
P 0.3326 -0.4870 -2.2982 0.6 -1.1 -1.1
O 1.9249 -1.6561 0.6450 0.4 0.0 1.5
N 2.6631 -0.0271 2.5409 -0.5 -1.5 0.6
N 3.0996 -2.7821 2.7068 -0.4 -1.1 2.4
N 4.5553 -1.2897 1.2307 -1.4 0.0 0.2
C 0.0549 4.0474 0.7213 -0.5 -0.3 -0.3
C -3.9099 -0.9991 0.8944 0.2 0.6 0.0
C 4.2385 -2.9504 3.6079 0.4 0.5 0.0
C 2.0984 -0.0517 -2.2020 0.1 0.5 0.4
C -1.4381 -2.4284 0.7766 0.2 -0.2 0.0
C 2.1066 2.2415 0.1289 -0.1 -0.2 0.1
C 0.8040 3.6804 -1.9992 -0.3 -0.1 -0.3
C 5.1883 -2.4479 0.5841 0.4 -0.2 0.0
C -6.9462 1.0697 -3.4163 0.1 -0.3 0.0
C -1.5613 1.2323 1.4428 -2.1 0.4 -1.6
C -3.1365 -2.0313 -1.5973 0.1 -0.1 -0.3
C -6.5974 2.1350 -1.2543 0.3 -0.2 -0.7
C -5.5622 1.0245 -3.6257 0.5 -0.1 -0.3
C 0.0147 -0.4005 -4.0865 -0.3 0.3 0.1
C 1.2425 0.2538 2.8043 0.0 -0.1 -0.2
C 3.5111 0.3630 3.6747 0.4 0.3 0.3
C -5.2177 2.0886 -1.4854 0.9 0.6 0.5
C -7.4683 1.6238 -2.2363 0.1 0.0 0.1
C -4.7023 1.5458 -2.6539 -0.4 -0.1 -0.5
C 0.4644 -2.2752 -2.0071 -0.2 -0.1 0.3
C -2.4620 1.9615 0.5985 0.1 1.0 1.2
C 5.0709 -0.0113 0.7379 0.3 0.4 -0.1
C 1.8941 -3.5120 3.0919 -0.3 -0.1 0.4
H 3.9021 -2.9149 4.6494 -0.2 -0.2 -0.1
H 0.8812 -0.2443 3.7172 0.1 0.2 -0.1
H -1.8999 0.6267 2.2553 0.1 -0.3 0.5
H -0.5155 -2.7575 -2.0114 0.3 0.0 -0.1
H 3.2853 -0.2599 4.5592 0.2 0.3 -0.2
H -0.4535 -2.0510 1.0969 -0.3 -0.1 -0.2
H 1.9520 -3.8221 4.1386 0.2 0.0 -0.2
H 2.3945 2.9581 0.9103 0.0 -0.1 -0.3
H 0.7708 4.8576 0.5194 -0.2 -0.3 0.2
H -4.4446 -0.0859 0.6080 -0.1 -0.3 0.1
H 6.1248 0.0822 1.0385 -0.3 0.0 -0.1
H -2.0110 -2.7483 1.6594 0.1 0.1 -0.3
H -8.5571 1.6689 -2.0810 0.6 0.0 -0.1
H -2.8056 3.0994 -3.5717 0.2 -0.4 0.6
H -3.9936 -2.6247 -1.2558 0.2 0.1 -0.1
H 2.4939 -0.3943 -1.2368 -0.1 0.2 -0.3
H 4.5812 0.3016 3.4182 -0.5 -0.1 0.1
H 5.0284 0.0428 -0.3622 0.0 -0.1 0.3
H -0.9572 4.4250 0.5435 0.3 0.2 0.2
H -7.5896 0.6278 -4.1950 0.2 0.4 0.6
H 4.5157 0.8316 1.1611 0.2 -0.2 -0.1
H -6.9677 2.6096 -0.3528 -0.1 -0.1 -0.1
H -3.5354 1.7797 0.7441 0.6 -0.1 -0.1
H -0.4936 1.4574 1.3343 0.6 0.3 0.7
H 6.2261 -2.5320 0.9438 -0.3 -0.1 -0.2
H -4.4627 2.5398 -0.8162 -1.0 -0.1 -0.2
H -2.4097 -2.6973 -2.0657 -0.2 0.1 0.0
H 1.6476 3.2209 -2.5273 -0.2 0.2 0.0
H 0.9668 -2.4361 -1.0458 -0.2 -0.1 -0.3
H 0.9955 -2.8937 2.9908 0.2 0.0 -0.3
H -4.5832 -1.8570 0.7565 0.3 0.2 0.1
H 1.0693 4.7069 -1.7065 0.0 -0.4 -0.1
H 5.2105 -2.3220 -0.5123 -0.1 -0.1 0.4
H 2.8269 2.2800 -0.6974 -0.1 0.0 0.4
H 4.6424 -3.3692 0.8313 0.3 0.2 -0.2
H -3.4861 -1.3024 -2.3373 0.0 -0.1 0.1
H 2.1011 1.2360 0.5707 0.2 0.3 -0.2
H 0.0964 0.6305 -4.4398 0.0 -0.1 -0.1
H 2.6263 -0.5617 -3.0157 -0.2 0.0 0.1
H 1.7648 -4.4118 2.4789 0.1 0.1 -0.1
H 0.1439 3.6854 1.7580 0.0 0.2 -0.4
H -5.1258 0.6116 -4.5465 -0.5 0.1 0.4
H 1.1150 1.3399 2.9151 0.1 -0.2 0.1
H 0.6411 -0.0924 1.9518 0.3 -0.1 0.3
H 1.0686 -2.6968 -2.8177 -0.1 0.0 0.1
H -1.2702 -3.2984 0.1286 0.0 0.2 0.2
H 4.9824 -2.1637 3.4620 -0.2 -0.2 -0.2
H -3.6057 -0.9387 1.9461 -0.2 0.0 -0.2
H -2.2539 3.0293 0.3476 -0.2 -1.1 0.0
H 4.7181 -3.9199 3.4283 -0.1 -0.1 0.0
H 0.7625 -1.0202 -4.5946 -0.1 0.1 0.1
H 2.2377 1.0283 -2.3149 0.1 -0.3 -0.1
H 3.2811 1.4091 3.9301 0.1 -0.4 -0.1
H -0.0679 3.7056 -2.6651 0.3 0.1 0.1
H -0.9849 -0.7758 -4.3172 0.1 0.0 -0.1
```
Positions in Å, forces in eV/Å.

***

Formula: C23H55NO7P2
Source: the Open Molecules 2025 dataset
Level of theory: the ωB97M-V functional and the def2-TZVPD basis

As for the HOMO energy: -8.15 eV. The total energy comes out at -59134.9549 eV. Its LUMO energy is 0.590 eV. The max |F| is 9.49 eV/A. Its structure (SMILES) is CCP(CC)[C@@]1([PH2]=N)COC(=O)O1.CCOCC.CCOCC.CCOCC.CCOCC.

```
88
Properties=species:S:1:pos:R:3:forces:R:3
P -1.6743 -2.2113 2.0615 1.0 -1.2 -1.4
P -0.4064 0.5187 3.1430 0.4 1.8 0.4
O -0.2311 -1.8164 4.5329 1.6 2.6 -0.2
O 4.2300 -4.8595 3.5664 -0.1 0.0 -0.1
O -5.9987 3.0019 -3.9866 0.1 -0.1 0.0
O 1.9563 -1.2136 3.9897 -2.5 1.2 1.8
O -1.4994 1.0998 -2.0599 0.1 0.0 0.1
O 4.0633 1.2873 -1.6142 -0.1 0.0 0.0
O 0.8942 -0.3018 6.1450 0.9 -5.5 -7.7
N -1.1545 -3.1088 0.8197 0.4 1.2 1.8
C -2.8600 1.3914 -2.3701 0.0 -0.1 0.0
C -0.2948 -1.3873 3.0984 0.9 0.1 0.2
C 4.9044 -0.7587 -0.5373 0.3 0.0 0.0
C -7.6453 4.4659 -2.8918 -0.2 -0.1 0.0
C -0.4067 1.2979 1.3903 -0.5 0.8 -1.3
C 4.0969 -4.5065 4.9405 0.0 0.1 0.0
C -3.5154 0.3390 -3.2474 0.1 -0.1 -0.2
C 4.6930 -3.1493 5.2734 0.3 0.1 -0.1
C -6.9254 2.1173 -4.6120 0.1 0.1 -0.1
C -3.1184 0.0298 4.3288 -1.2 0.5 0.8
C 5.5595 -4.9873 3.0679 -0.1 -0.1 0.0
C -0.5979 1.0240 -3.1608 0.0 0.1 0.1
C 1.0823 1.9270 1.0114 -0.2 -0.2 0.2
C 0.9261 -1.0265 5.0231 -0.9 2.6 2.9
C 6.3575 -6.0805 3.7571 0.0 0.0 0.3
C 1.2901 -1.6402 2.7435 -0.4 -2.7 -0.1
C -6.4312 4.3464 -3.7971 0.0 -0.1 0.1
C 3.8787 -0.1174 -1.4558 0.1 0.2 0.1
C -7.2961 2.5354 -6.0243 -0.1 0.2 -0.1
C 5.4867 1.1972 -3.6190 0.0 -0.3 -0.1
C 5.2931 1.7053 -2.2004 -0.1 0.0 -0.1
C -0.4761 2.3288 -3.9295 -0.2 0.1 -0.1
C -1.9571 1.1546 4.0579 -2.2 0.2 -0.2
H 4.3133 -2.3814 4.5913 -0.1 -0.1 0.2
H 3.0221 -4.4773 5.1501 0.1 -0.1 -0.2
H -4.5875 0.5342 -3.3426 0.2 0.0 0.0
H -3.6705 0.3578 5.3332 1.1 -0.9 -2.2
H -7.8542 5.5163 -2.6683 0.0 -0.1 0.0
H -7.8956 1.7588 -6.5081 0.1 0.1 0.1
H -2.7282 -1.0574 4.5157 -0.6 2.2 -0.4
H 1.7568 1.0645 0.5947 -1.1 1.8 0.8
H 6.5674 -5.8243 4.7999 0.1 0.0 -0.1
H 5.8033 -7.0242 3.7574 0.1 0.1 -0.1
H 6.0801 -4.0252 3.1176 0.0 0.0 0.1
H -3.9660 0.0344 3.4884 2.1 -0.1 1.7
H 4.4471 -2.8648 6.3008 0.0 0.0 -0.1
H -5.5942 4.8783 -3.3318 0.0 -0.3 -0.1
H 5.7832 -3.1585 5.1814 -0.1 0.0 0.1
H -3.0859 0.3345 -4.2538 -0.1 0.0 0.0
H -0.8747 0.1979 -3.8252 0.0 0.1 0.0
H 0.3226 2.2612 -4.6742 -0.1 0.0 0.1
H -1.4042 2.5701 -4.4564 0.1 0.0 0.0
H -3.3727 -0.6610 -2.8265 0.0 0.1 0.0
H 5.2699 2.8003 -2.2212 -0.2 -0.2 0.2
H 2.8847 -0.2507 -1.0162 0.0 0.2 -0.1
H 1.7326 -1.2263 1.7327 -0.9 -0.1 2.5
H -0.1186 -3.0619 0.8417 -0.8 -0.3 -0.2
H -1.7399 1.6892 5.0898 0.1 -1.3 -2.3
H 1.5695 2.3821 1.9843 -1.0 -1.0 -2.0
H -0.2597 3.1600 -3.2503 0.1 -0.1 -0.1
H -6.6094 4.8303 -4.7638 -0.1 0.0 0.0
H -8.5373 4.0408 -3.3616 0.0 0.1 0.0
H 4.6127 1.4295 -4.2365 0.1 0.1 0.1
H -1.1469 2.2277 1.3816 1.3 -2.1 0.3
H -6.4371 1.1381 -4.6546 0.1 0.2 0.1
H -7.8168 1.9945 -3.9880 0.0 0.0 0.0
H -7.8820 3.4596 -6.0262 0.0 -0.1 0.0
H 0.9926 2.8001 0.2126 0.1 -2.1 1.6
H 0.3823 0.7722 -2.7418 -0.2 0.0 0.2
H 4.6407 -1.8016 -0.3387 0.0 0.1 0.0
H -7.4824 3.9279 -1.9520 0.1 0.1 -0.1
H 4.5180 -5.2909 5.5791 0.0 0.0 0.0
H 6.1367 1.4233 -1.5606 0.0 -0.1 -0.1
H 7.3153 -6.2318 3.2509 -0.1 0.0 0.0
H -2.4951 -1.1260 1.5236 0.4 -0.6 1.1
H 4.9641 -0.2205 0.4138 -0.1 -0.1 -0.1
H -3.3931 1.4307 -1.4144 0.3 0.0 0.0
H -0.8063 0.5587 0.5678 0.9 1.5 1.4
H 5.4684 -5.2382 2.0059 -0.2 0.1 0.2
H -2.5254 -2.9353 3.0059 0.5 0.8 -0.5
H -6.3986 2.7159 -6.6240 -0.1 -0.1 0.1
H 5.6224 0.1117 -3.6394 0.1 0.1 0.0
H 5.9033 -0.7457 -0.9837 -0.1 -0.1 0.0
H -2.4494 1.9860 3.3583 1.2 -1.7 1.5
H 6.3725 1.6529 -4.0713 -0.1 0.0 0.1
H 3.8568 -0.6123 -2.4324 0.1 0.0 0.0
H -2.9449 2.3880 -2.8158 0.0 -0.1 -0.1
H 1.5148 -2.8149 2.7568 -0.8 2.4 -0.4
```
Positions in Å, forces in eV/Å.